This record from OMol25 describes a molecular structure, C36H55As2N5PTeV in a non-equilibrium geometry. The level of theory is wB97M-V/def2-TZVPD.

XYZ file:
```
101
C36H55As2N5PTeV wB97M-V/def2-TZVPD
V -0.400 0.345 0.259
N -1.214 -0.408 -1.946
C -1.788 0.815 -2.607
C -1.227 2.120 -2.042
N -1.349 2.176 -0.560
C -2.776 2.239 -0.095
C -3.429 0.876 0.065
N -2.453 0.103 0.878
C -0.577 3.339 -0.081
C -0.278 3.239 1.330
N 0.225 1.886 1.722
H -0.343 -0.520 -2.467
H -1.705 -1.202 -2.308
H -2.881 0.840 -2.515
H -1.606 0.794 -3.743
H -1.712 2.956 -2.499
H -0.139 2.152 -2.207
H -3.387 2.970 -0.662
H -2.786 2.639 0.941
H -3.534 0.335 -0.919
H -4.377 0.836 0.584
H -2.495 0.473 1.786
H -2.858 -0.844 0.922
H -1.171 4.186 -0.213
H 0.321 3.393 -0.636
H -1.142 3.511 2.003
H 0.534 4.038 1.617
H 0.253 1.681 2.720
H 1.170 1.807 1.329
C -3.589 1.283 4.453
As -1.749 0.690 4.233
C -1.150 0.608 6.069
C -2.053 -1.210 3.967
C -3.110 -1.725 4.724
C -3.553 -3.022 4.535
C -2.938 -3.815 3.605
C -1.903 -3.335 2.829
C -1.409 -2.051 3.023
As 0.129 -1.522 1.943
C 1.021 -3.232 1.576
C 1.357 -0.768 3.315
H -4.101 1.189 5.438
H -4.208 0.727 3.844
H -3.703 2.339 4.076
H -1.107 1.597 6.586
H -0.126 0.210 5.971
H -1.719 -0.129 6.622
H -3.645 -1.078 5.466
H -4.452 -3.343 5.106
H -3.291 -4.854 3.410
H -1.477 -3.918 2.083
H 0.778 -3.969 2.404
H 2.090 -3.043 1.707
H 0.821 -3.628 0.601
H 2.002 -1.542 3.874
H 0.902 -0.254 4.048
H 2.006 -0.029 2.847
C -3.291 -4.096 -0.337
Te -5.297 -3.575 -0.675
C -5.069 -2.845 -2.663
H -2.817 -4.637 -1.196
H -3.257 -4.837 0.483
H -2.707 -3.268 0.052
H -4.578 -3.606 -3.181
H -4.624 -1.840 -2.733
H -6.117 -2.736 -3.084
N 1.281 0.831 -0.759
P 2.486 0.656 -1.685
C 2.006 0.318 -3.416
C 1.751 -1.026 -3.852
C 1.162 -1.256 -5.114
C 0.885 -0.161 -5.932
C 1.165 1.128 -5.558
C 1.648 1.340 -4.257
C 3.632 -0.553 -0.981
C 4.534 -1.428 -1.664
C 5.334 -2.257 -0.946
C 5.348 -2.234 0.447
C 4.544 -1.319 1.100
C 3.704 -0.476 0.422
C 3.610 2.077 -2.019
C 3.217 3.366 -1.664
C 3.916 4.501 -2.088
C 5.051 4.363 -2.847
C 5.488 3.028 -3.163
C 4.746 1.928 -2.824
H 2.076 -1.892 -3.237
H 1.000 -2.294 -5.502
H 0.472 -0.335 -6.909
H 0.974 1.939 -6.256
H 1.861 2.377 -3.897
H 4.542 -1.407 -2.772
H 5.971 -2.900 -1.514
H 6.033 -2.868 1.015
H 4.473 -1.316 2.201
H 3.081 0.324 0.875
H 2.366 3.428 -1.020
H 3.582 5.388 -1.733
H 5.534 5.200 -3.249
H 6.417 3.018 -3.673
H 5.170 1.005 -3.200
```

Results
HOMO energy (alpha / beta): -0.31762 / -0.36624 hartree
⟨S²⟩: 3.759
charge: +1
energy above the lowest of the compared OMol25 structures with the same formula, charge and spin: 1.345 eV
spin multiplicity: 4

=====

This record from OMol25 describes a molecular structure, C36H55F6GeMnN3O4S2 in a non-equilibrium geometry. The level of theory is wB97M-V/def2-TZVPD.

XYZ file:
```
108
C36H55F6GeMnN3O4S2 wB97M-V/def2-TZVPD
Mn -1.293 -0.307 0.403
C -3.465 1.103 2.001
C -2.662 1.396 3.324
C -2.196 2.821 3.439
C -1.730 0.407 3.916
C -2.010 -0.091 5.142
C -1.072 -0.812 5.970
C 0.192 -0.937 5.399
C 0.541 -0.425 4.120
C 1.987 -0.631 3.764
C 2.873 0.642 3.981
C 2.245 -1.252 2.432
C -0.475 0.173 3.349
N -0.231 0.444 1.976
C 0.576 1.436 1.582
C 0.733 1.783 0.250
N 0.120 0.893 -0.802
C -0.351 1.728 -1.859
C -0.865 2.954 -1.532
C -0.943 3.974 -2.551
C -0.566 3.751 -3.827
C -0.416 2.410 -4.205
C -0.401 1.346 -3.288
C -0.353 0.033 -4.128
C 0.853 0.082 -5.133
C -0.431 -1.430 -3.549
C -1.507 3.362 -0.227
C -0.829 4.626 0.372
C -3.030 3.684 -0.519
H -4.324 1.720 1.898
H -3.861 0.046 2.027
H -2.897 1.288 1.052
H -3.490 1.445 4.008
H -1.350 3.162 2.749
H -1.897 2.995 4.486
H -2.980 3.469 3.251
H -3.050 -0.030 5.516
H -1.225 -1.358 6.897
H 1.027 -1.522 5.880
H 2.402 -1.378 4.511
H 3.120 1.106 3.036
H 3.806 0.386 4.431
H 2.484 1.296 4.757
H 1.899 -0.663 1.516
H 1.734 -2.241 2.308
H 3.302 -1.478 2.475
H 0.944 2.147 2.358
H 1.120 2.706 -0.191
H -1.236 5.000 -2.271
H -0.532 4.526 -4.569
H -0.396 2.220 -5.270
H -1.271 0.118 -4.744
H 1.417 -0.786 -5.117
H 1.529 0.987 -4.965
H 0.518 0.333 -6.172
H 0.477 -1.870 -3.158
H -0.679 -2.019 -4.418
H -1.317 -1.526 -2.835
H -1.544 2.561 0.527
H -0.501 5.307 -0.424
H 0.081 4.385 0.908
H -1.555 5.124 1.011
H -3.086 4.639 -1.115
H -3.539 3.977 0.390
H -3.645 2.907 -0.997
F -2.846 -5.742 1.568
C -2.047 -4.654 1.591
F -1.698 -4.449 2.848
F -0.963 -4.828 0.800
S -2.938 -3.163 1.101
O -1.981 -2.107 1.394
O -4.134 -3.197 1.843
N -3.089 -3.424 -0.426
S -3.527 -2.173 -1.352
O -5.030 -1.764 -0.781
O -2.808 -0.900 -0.950
C -6.105 -2.580 -1.201
F -6.789 -1.953 -2.131
F -6.936 -2.835 -0.197
F -5.712 -3.742 -1.639
C 4.431 -0.016 -3.683
C 3.833 1.284 -3.110
C 4.017 1.448 -1.598
C 3.338 0.470 -0.658
Ge 1.650 -0.266 -1.261
C 1.117 -1.830 -0.345
C 2.154 -2.917 -0.106
C 3.038 -3.376 -1.214
C 3.862 -4.600 -0.792
H 4.452 -0.120 -4.819
H 3.833 -0.934 -3.345
H 5.493 -0.089 -3.459
H 2.759 1.407 -3.357
H 4.367 2.114 -3.551
H 3.701 2.450 -1.374
H 5.121 1.432 -1.349
H 3.349 0.812 0.349
H 3.923 -0.510 -0.590
H 1.668 -0.439 -2.790
H 0.323 -2.283 -0.929
H 0.632 -1.559 0.570
H 1.592 -3.746 0.348
H 2.823 -2.579 0.745
H 3.780 -2.613 -1.574
H 2.412 -3.468 -2.165
H 4.265 -4.418 0.260
H 4.650 -4.817 -1.519
H 3.242 -5.471 -0.698
```

Results
HOMO energy (alpha / beta): -0.25484 / -0.25914 hartree
⟨S²⟩: 8.755
spin multiplicity: 6

=====

This record from OMol25 describes a molecular structure, C36H55Ge2N2O5S2Si3Ti. The level of theory is wB97M-V/def2-TZVPD.

XYZ file:
```
106
C36H55Ge2N2O5S2Si3Ti wB97M-V/def2-TZVPD
Ti 0.636 1.645 0.858
S 0.727 -0.667 1.586
C -0.984 -1.080 1.745
N -1.292 -2.043 2.753
C -2.674 -2.427 2.928
C -3.463 -2.212 1.649
N -3.319 -0.836 1.250
C -4.412 -0.288 0.487
C -4.811 -1.097 -0.736
C -6.046 -1.735 -0.794
C -6.416 -2.487 -1.903
C -5.542 -2.613 -2.973
C -4.303 -1.984 -2.923
C -3.939 -1.232 -1.817
C -1.962 -0.441 1.052
S -1.634 0.887 -0.063
C -0.313 -2.966 3.283
C -0.254 -4.315 2.586
C 0.053 -4.383 1.224
C 0.100 -5.608 0.577
C -0.165 -6.784 1.272
C -0.474 -6.726 2.621
C -0.516 -5.495 3.270
H -3.152 -1.856 3.736
H -2.720 -3.487 3.199
H -4.521 -2.429 1.821
H -3.099 -2.908 0.875
H -4.143 0.722 0.185
H -5.294 -0.212 1.140
H -6.725 -1.642 0.049
H -7.383 -2.976 -1.926
H -5.822 -3.200 -3.840
H -3.611 -2.080 -3.752
H -2.971 -0.740 -1.775
H -0.525 -3.136 4.347
H 0.669 -2.499 3.239
H 0.263 -3.467 0.681
H 0.349 -5.644 -0.478
H -0.132 -7.739 0.760
H -0.689 -7.635 3.172
H -0.759 -5.451 4.328
O 4.781 6.010 1.926
C 3.992 5.144 1.677
C 4.019 3.710 2.197
O 4.851 3.239 2.934
C 2.842 3.097 1.617
C 2.127 3.972 0.816
O 1.063 3.566 0.232
C 2.757 5.289 0.792
O 2.407 6.289 0.223
O 2.397 1.882 1.773
C -0.627 -1.787 -2.179
Si 1.127 -1.163 -2.464
C 2.314 -2.314 -1.544
C 1.455 -1.489 -4.306
Ge 1.403 1.079 -1.738
Si 3.764 1.362 -2.021
C 4.326 3.168 -2.151
C 4.715 0.597 -0.573
C 4.494 0.561 -3.583
Si 0.551 2.518 -3.417
C 1.126 2.150 -5.187
C 1.028 4.317 -3.120
C -1.336 2.432 -3.465
H -0.663 -2.882 -2.246
H -1.289 -1.388 -2.957
H -1.026 -1.471 -1.210
H 2.043 -3.361 -1.738
H 2.284 -2.145 -0.464
H 3.342 -2.163 -1.888
H 1.326 -2.571 -4.460
H 2.468 -1.217 -4.622
H 0.741 -0.976 -4.959
H 3.817 3.853 -1.470
H 4.160 3.545 -3.167
H 5.403 3.210 -1.947
H 4.261 0.820 0.393
H 5.750 0.959 -0.565
H 4.735 -0.492 -0.677
H 3.891 0.769 -4.473
H 4.579 -0.527 -3.481
H 5.501 0.965 -3.753
H 2.211 2.274 -5.285
H 0.645 2.855 -5.878
H 0.879 1.133 -5.509
H 2.098 4.488 -3.260
H 0.764 4.656 -2.117
H 0.488 4.932 -3.853
H -1.677 1.451 -3.815
H -1.720 3.197 -4.152
H -1.781 2.591 -2.481
C 0.154 0.555 4.834
Ge -0.490 2.263 4.137
C 0.789 3.647 4.710
C -2.203 2.633 5.043
C -0.699 2.381 2.211
H 0.136 0.594 5.929
H 1.169 0.352 4.492
H -0.478 -0.265 4.486
H 0.791 3.712 5.804
H 0.524 4.625 4.303
H 1.799 3.393 4.382
H -2.068 2.597 6.129
H -2.950 1.888 4.757
H -2.583 3.621 4.772
H -1.428 3.135 1.913
```

Results
HOMO energy (alpha / beta): -0.04983 / -0.04877 hartree
⟨S²⟩: 0.763
charge: -2
energy above the lowest of the compared OMol25 structures with the same formula, charge and spin: 2.118 eV
spin multiplicity: 2

=====

This record from OMol25 describes a molecular structure, C36H55MgN7O2P in a non-equilibrium geometry. The level of theory is wB97M-V/def2-TZVPD.

XYZ file:
```
102
C36H55MgN7O2P wB97M-V/def2-TZVPD
Mg -0.662 -0.509 1.172
C -0.736 -3.688 2.948
N -1.129 -3.079 1.693
C -2.541 -2.726 1.676
C -2.908 -1.766 2.812
C -3.522 -0.450 2.333
N -2.485 0.432 1.879
C -2.271 1.493 2.567
C -1.417 2.589 2.256
C -1.088 3.511 3.261
C -0.414 4.678 2.993
C -0.146 5.006 1.660
C -0.460 4.141 0.652
C -1.007 2.832 0.893
O -1.166 1.993 -0.020
C -0.776 -3.975 0.589
C 0.435 -3.507 -0.219
C 1.693 -3.153 0.561
N 1.474 -2.072 1.477
C 2.204 -2.050 2.514
C 2.093 -1.154 3.625
C 3.080 -1.193 4.615
C 2.985 -0.447 5.767
C 1.853 0.345 5.964
C 0.870 0.405 5.012
C 0.945 -0.318 3.789
O 0.007 -0.246 2.934
H -1.364 -4.565 3.191
H -0.801 -2.977 3.766
H 0.301 -4.005 2.880
H -3.174 -3.639 1.730
H -2.722 -2.231 0.720
H -1.997 -1.477 3.331
H -3.579 -2.249 3.529
H -4.087 0.002 3.172
H -4.224 -0.632 1.508
H -2.877 1.646 3.484
H -1.354 3.273 4.288
H -0.104 5.341 3.790
H 0.311 5.961 1.427
H -0.252 4.412 -0.376
H -1.611 -4.016 -0.120
H -0.615 -5.002 0.967
H 0.116 -2.581 -0.711
H 0.681 -4.283 -0.950
H 2.450 -2.829 -0.171
H 2.114 -4.031 1.092
H 2.986 -2.831 2.635
H 3.942 -1.836 4.462
H 3.770 -0.481 6.511
H 1.753 0.915 6.880
H -0.016 1.008 5.168
N -0.766 -0.940 -0.685
P -0.191 0.089 -1.648
N 0.654 -0.581 -3.032
C -0.123 -1.600 -3.689
C 0.488 -1.933 -5.049
C 1.951 -2.392 -4.890
C 2.388 -2.297 -3.431
C 2.059 -0.915 -2.883
N 1.136 1.058 -1.165
C 1.536 2.273 -1.822
C 3.036 2.527 -1.622
C 3.444 2.486 -0.136
C 2.254 2.144 0.757
C 1.544 0.918 0.212
N -1.375 0.854 -2.590
C -2.738 0.803 -2.099
C -3.470 2.103 -2.417
C -3.604 2.257 -3.939
C -2.380 1.652 -4.647
C -1.162 1.717 -3.724
H -1.133 -1.203 -3.807
H -0.215 -2.519 -3.088
H 0.445 -1.037 -5.672
H -0.114 -2.705 -5.535
H 2.608 -1.752 -5.487
H 2.078 -3.418 -5.247
H 3.463 -2.481 -3.349
H 1.873 -3.048 -2.835
H 2.658 -0.170 -3.433
H 2.357 -0.860 -1.831
H 0.976 3.147 -1.466
H 1.331 2.147 -2.887
H 3.277 3.498 -2.061
H 3.596 1.765 -2.169
H 3.872 3.441 0.181
H 4.208 1.717 0.010
H 1.563 2.984 0.811
H 2.587 1.924 1.775
H 0.665 0.704 0.832
H 2.211 0.047 0.312
H -2.687 0.621 -1.027
H -3.287 -0.040 -2.560
H -2.890 2.926 -1.998
H -4.456 2.113 -1.946
H -3.698 3.315 -4.203
H -4.512 1.753 -4.283
H -2.178 2.182 -5.583
H -2.568 0.603 -4.893
H -1.009 2.767 -3.429
H -0.263 1.370 -4.242
```

Results
HOMO energy: -0.15489 hartree
charge: -1